C23H72N19O12 | ωB97M-V/def2-TZVPD

Last column: Mulliken charge in e.
CARTESIAN COORDINATES (ANGSTROEM)
C 0.18 0.20 1.18  0.473
C 0.31 -1.23 0.60  2.402
C 0.66 -1.23 -0.89  -1.260
O 1.03 -2.10 1.42  -1.206
H 0.07 0.24 2.26  0.370
H -0.61 0.73 0.65  -0.144
H 1.13 0.71 1.01  -0.862
H -0.69 -1.70 0.52  -0.809
H 1.64 -0.77 -1.06  -0.711
H -0.09 -0.59 -1.37  0.413
H 0.62 -2.17 -1.43  0.562
C 4.22 -1.18 -3.31  -1.614
C 5.29 -2.09 -3.93  0.875
C 4.69 -3.45 -4.43  -0.801
O 5.52 -4.31 -5.22  -0.393
C 6.75 -4.62 -4.56  -0.689
N 5.80 -1.41 -5.14  -0.722
H 4.17 -1.26 -2.22  0.267
H 3.16 -1.31 -3.58  0.212
H 4.22 -0.12 -3.56  0.489
H 6.01 -2.37 -3.16  0.227
H 3.81 -3.20 -5.02  0.470
H 4.40 -4.00 -3.53  0.301
H 6.53 -5.44 -3.86  0.296
H 7.17 -3.81 -3.97  0.286
H 7.45 -4.97 -5.31  0.274
H 5.35 -0.52 -5.24  0.224
H 5.68 -2.01 -5.95  0.265
C 1.03 3.87 1.39  -1.205
C 0.17 4.12 0.15  1.298
C -0.57 5.48 0.18  -0.922
O -1.64 5.56 -0.74  -0.310
C -1.42 6.33 -1.87  -0.682
N 0.96 3.75 -1.01  -0.181
H 1.57 2.92 1.29  0.212
H 0.49 3.92 2.33  0.226
H 1.86 4.56 1.21  0.467
H -0.61 3.34 0.23  -0.665
H 0.16 6.28 0.04  0.423
H -0.95 5.57 1.20  0.355
H -2.38 6.53 -2.36  0.260
H -0.88 5.69 -2.57  0.224
H -1.01 7.34 -1.77  0.302
H 0.56 4.18 -1.84  0.017
H 1.90 4.11 -0.97  0.253
C -2.20 2.42 3.90  -0.773
C -3.63 2.48 4.38  0.906
C -3.85 3.67 5.32  -0.892
O -5.25 3.82 5.51  -0.309
C -5.61 4.94 6.26  -0.776
N -4.55 2.50 3.25  -0.664
H -1.97 1.64 3.17  -0.360
H -1.53 2.18 4.73  0.447
H -1.82 3.36 3.47  0.371
H -3.78 1.57 4.98  0.054
H -3.41 4.56 4.85  0.413
H -3.26 3.47 6.23  0.372
H -5.35 4.86 7.32  0.272
H -6.69 5.09 6.16  0.248
H -5.16 5.82 5.79  0.334
H -5.47 2.68 3.65  0.352
H -4.73 1.54 2.96  0.067
C 3.64 -4.13 -0.25  0.419
O 4.36 -5.09 -0.52  -0.752
N 3.47 -3.65 1.01  -0.236
N 2.64 -3.61 -1.01  0.046
H 2.72 -2.98 1.21  0.144
H 4.18 -3.80 1.71  0.191
H 2.56 -3.95 -1.95  0.222
H 2.04 -2.96 -0.54  -0.264
C 1.63 2.28 -4.38  0.460
O 2.08 3.41 -4.28  -0.725
N 1.92 1.36 -3.41  0.008
N 1.07 1.77 -5.51  -0.337
H 2.35 1.84 -2.63  0.094
H 1.39 0.55 -3.11  0.035
H 0.96 0.78 -5.55  0.217
H 1.06 2.47 -6.23  0.245
C -1.96 -1.44 4.37  0.722
O -0.83 -0.98 4.26  -0.571
N -3.08 -1.05 3.71  -0.153
N -2.16 -2.37 5.35  -0.502
H -3.96 -1.40 4.04  0.218
H -2.89 -0.32 3.03  -0.230
H -3.02 -2.89 5.44  0.169
H -1.25 -2.73 5.60  0.298
C -0.63 -5.39 2.15  0.582
O -1.28 -6.38 2.51  -0.741
N 0.36 -5.48 1.22  -0.411
N -0.84 -4.13 2.54  -0.157
H 0.26 -6.27 0.61  0.208
H 0.80 -4.63 0.89  0.466
H -1.64 -3.93 3.12  0.040
H -0.29 -3.33 2.24  0.178
C -3.82 0.80 -0.06  0.779
O -4.35 0.28 0.93  -0.705
N -4.01 0.37 -1.30  -0.418
N -3.16 1.98 0.05  -0.151
H -4.50 -0.51 -1.35  0.167
H -3.55 0.82 -2.07  0.203
H -2.95 2.42 0.93  -0.006
H -2.99 2.47 -0.81  0.099
C -3.85 -3.22 -0.14  0.403
O -4.59 -3.30 -1.13  -0.727
N -4.14 -2.42 0.89  -0.249
N -2.62 -3.80 -0.03  -0.076
H -3.61 -2.39 1.75  0.297
H -4.85 -1.74 0.71  0.189
H -2.11 -3.76 0.85  -0.106
H -2.15 -4.30 -0.76  0.232
C 4.35 0.84 1.65  0.547
O 3.97 0.14 2.58  -0.609
N 3.92 0.69 0.36  -0.095
N 5.30 1.77 1.80  -0.399
H 3.18 0.02 0.21  -0.158
H 4.06 1.40 -0.34  0.249
H 5.92 1.80 2.58  0.235
H 5.40 2.53 1.15  0.136
C -2.03 -1.13 -4.10  0.567
O -0.88 -0.74 -4.30  -0.633
N -3.15 -0.59 -4.61  -0.382
N -2.25 -2.18 -3.30  -0.253
H -4.02 -0.99 -4.30  0.183
H -3.15 0.05 -5.39  0.207
H -1.44 -2.35 -2.72  0.043
H -3.07 -2.71 -3.05  0.215

Its energy is -77907.59310 eV. The net charge is -1. The calculation puts the LUMO energy at 2.0 eV. The calculation puts the highest occupied orbital energy at -0.1713 hartree.

---

C23H74N29O15 | ωB97M-V/def2-TZVPD

Last column: Mulliken charge in e.
CARTESIAN COORDINATES (ANGSTROEM)
C -3.38 23.76 -19.70  -1.628
C -1.88 23.28 -19.92  2.311
C -0.97 24.54 -20.16  -1.185
C -0.72 25.44 -18.85  -0.804
C -0.12 24.49 -17.78  -1.291
C -0.88 23.16 -17.49  2.434
N -1.26 22.47 -18.78  1.026
O -1.84 21.15 -18.68  0.301
C -2.10 23.44 -16.52  -0.469
C 0.20 22.28 -16.82  1.428
C -1.91 22.47 -21.26  -0.896
H -3.99 22.91 -19.37  -0.176
H -3.87 24.18 -20.58  0.668
H -3.63 24.52 -18.96  0.291
H -1.38 25.11 -21.00  -0.183
H 0.00 24.15 -20.46  0.231
H -1.66 25.63 -18.35  0.058
H -0.17 26.36 -19.06  0.550
H 0.08 25.03 -16.85  0.762
H 0.90 24.35 -18.12  -0.270
H -2.60 22.49 -16.35  -0.273
H -2.79 24.25 -16.76  0.111
H -1.78 23.68 -15.51  -0.154
H -0.26 21.39 -16.40  -2.001
H 0.65 22.79 -15.97  0.153
H 1.03 21.91 -17.43  0.087
H -0.97 22.36 -21.81  0.452
H -2.66 22.86 -21.95  -0.114
H -2.33 21.46 -21.29  -0.368
C 3.87 23.99 -18.36  0.603
O 4.04 23.18 -19.23  -0.757
N 3.96 25.37 -18.46  -0.309
N 3.44 23.79 -17.12  -0.196
H 4.30 25.81 -17.61  0.151
H 4.26 25.77 -19.33  0.221
H 3.33 24.57 -16.49  0.134
H 3.35 22.85 -16.76  -0.033
C 3.15 28.52 -17.37  0.677
O 4.37 28.34 -17.52  -0.679
N 2.63 28.88 -16.21  -0.471
N 2.24 28.09 -18.25  -0.183
H 1.68 28.66 -15.97  0.170
H 3.34 28.83 -15.49  0.236
H 1.30 28.04 -17.90  0.095
H 2.45 27.73 -19.17  0.163
C -6.22 21.59 -22.16  0.600
O -7.05 22.45 -21.91  -0.767
N -6.47 20.59 -22.91  -0.294
N -4.98 21.57 -21.90  -0.152
H -5.69 19.97 -23.08  0.192
H -7.36 20.40 -23.35  0.205
H -4.74 22.20 -21.14  -0.229
H -4.35 20.80 -22.04  0.457
C -1.67 28.63 -22.63  0.422
O -1.68 29.88 -22.55  -0.717
N -2.38 27.95 -23.48  -0.198
N -1.01 27.84 -21.76  -0.213
H -2.35 26.94 -23.54  0.216
H -2.77 28.59 -24.17  0.214
H -1.20 26.85 -21.69  0.334
H -0.16 28.27 -21.44  0.100
C -1.18 27.48 -15.28  0.475
O -0.92 28.64 -15.18  -0.652
N -0.39 26.46 -15.05  0.082
N -2.35 26.99 -15.77  -0.122
H -0.73 25.56 -15.35  -0.132
H 0.51 26.68 -14.66  0.153
H -2.94 27.67 -16.22  0.201
H -2.68 26.04 -15.71  0.044
C 0.67 22.75 -12.82  0.498
O 0.06 23.07 -11.83  -0.835
N 1.87 23.18 -13.16  -0.244
N 0.32 21.77 -13.61  -0.078
H 2.32 23.81 -12.51  0.238
H 2.20 22.93 -14.08  0.143
H 1.12 21.31 -14.02  0.074
H -0.61 21.41 -13.47  0.127
C 1.57 20.87 -21.00  0.418
O 2.45 20.64 -21.82  -0.769
N 1.69 21.74 -20.04  0.284
N 0.42 20.23 -21.04  -0.040
H 0.89 21.88 -19.45  -0.231
H 2.50 22.31 -19.82  0.149
H -0.34 20.47 -20.43  -0.208
H 0.24 19.53 -21.75  0.160
C -2.99 25.30 -12.22  0.578
O -3.77 26.16 -11.90  -0.649
N -1.71 25.13 -11.70  -0.319
N -3.29 24.33 -13.05  -0.294
H -1.20 24.26 -11.79  0.332
H -1.53 25.88 -11.06  0.192
H -2.55 23.67 -13.26  0.142
H -3.91 24.52 -13.81  0.134
C -3.05 24.11 -24.53  0.545
O -2.72 25.32 -24.52  -0.834
N -2.24 23.11 -24.94  -0.352
N -4.18 23.72 -24.15  -0.223
H -2.73 22.25 -25.10  0.181
H -1.31 23.30 -25.29  0.216
H -4.68 24.54 -23.84  0.163
H -4.53 22.78 -24.04  0.143
C -3.23 18.50 -21.98  0.740
O -3.45 19.56 -22.57  -0.810
N -3.48 17.32 -22.47  -0.467
N -2.83 18.50 -20.75  -0.189
H -3.92 17.40 -23.38  0.275
H -3.24 16.43 -22.05  0.166
H -2.99 17.61 -20.31  0.179
H -2.60 19.33 -20.23  -0.086
C -5.01 28.22 -19.48  0.650
O -4.14 29.09 -19.30  -0.703
N -4.99 27.51 -20.58  -0.462
N -5.97 27.94 -18.74  -0.357
H -5.36 26.57 -20.53  0.240
H -4.12 27.70 -21.06  0.224
H -6.40 28.66 -18.18  0.277
H -6.63 27.28 -19.12  0.170
C -5.31 21.10 -16.19  0.674
O -5.68 20.62 -15.08  -0.752
N -5.34 22.36 -16.44  -0.298
N -4.86 20.35 -17.11  -0.105
H -5.11 22.80 -17.32  0.114
H -5.57 23.02 -15.71  0.187
H -4.94 19.35 -17.23  0.197
H -4.43 20.90 -17.85  -0.136
C -2.12 18.39 -15.92  0.557
O -2.30 17.40 -15.22  -0.727
N -2.37 18.43 -17.19  -0.197
N -1.49 19.44 -15.51  0.099
H -2.16 19.31 -17.64  0.092
H -2.96 17.72 -17.61  0.220
H -1.22 19.49 -14.54  0.062
H -1.67 20.25 -16.09  -0.481
C 3.13 19.89 -15.76  0.711
O 2.91 20.67 -14.79  -0.757
N 2.39 19.61 -16.79  -0.147
N 4.25 19.16 -15.77  -0.436
H 1.45 19.98 -16.82  -0.063
H 2.65 18.94 -17.50  0.206
H 4.34 18.64 -16.63  0.132
H 4.75 18.90 -14.93  0.264

Its energy is -98982.78224 eV. The net charge is 0. As for the spin multiplicity: 2. The calculation puts the LUMO energy (spin up / spin down) at -0.8 / -2.9 eV. The calculation puts the highest occupied orbital energy (spin up / spin down) at -0.3437 / -0.3437 hartree.

---

Calculated ΔE to the lowest compared entry with this formula, charge and spin (kJ/mol), listed in the same order as above: 0.0 0.0